A | C3H2N2O2 | ωB97M-V/def2-TZVPD

Its LUMO energy is -0.166 eV. As for the multiplicity: 1. As for the total charge: 0.

Each line ends with the Löwdin charge.
Geometry (Å):
N (1.411, 0.636, 0.321)  0.2315
C (0.717, -0.369, 0.081)  -0.5414
O (-0.626, -0.509, -0.217)  0.0511
C (-1.492, 0.521, -0.019)  -0.2702
O (-1.213, 1.624, 0.356)  0.0992
C (1.594, -1.790, -0.915)  0.1320
N (1.266, -1.755, 0.241)  0.0743
H (0.845, 1.479, 0.403)  0.0701
H (-2.502, 0.162, -0.251)  0.1534



B | C3H2N2O2 | ωB97M-V/def2-TZVPD

Its LUMO energy (alpha / beta) is -1.209 / -1.209 eV. As for the multiplicity: 1. As for the total charge: 0.

Each line ends with the Löwdin charge.
Geometry (Å):
N (0.781, -0.258, 2.161)  0.2459
C (0.823, -0.363, 0.961)  -0.1044
O (-1.037, 0.201, 0.228)  -0.0490
C (-1.100, 0.458, -1.028)  -0.4145
O (-0.222, 0.276, -1.884)  -0.0502
C (1.485, -0.703, -0.197)  -0.1194
N (1.400, -0.657, -1.382)  0.2417
H (-0.065, 0.154, 2.550)  0.1198
H (-2.023, 0.906, -1.445)  0.1301



Q: What are the energies relative to the best structure? A: A 0.0; B 37.1, in kcal/mol.